{"formula": "C78H164N9O4", "method": "wB97M-V/def2-TZVPD", "species": ["C", "C", "C", "O", "C", "C", "C", "O", "O", "O", "H", "H", "C", "C", "C", "N", "C", "C", "C", "C", "C", "H", "H", "H", "H", "H", "H", "H", "H", "H", "H", "H", "H", "H", "H", "H", "H", "H", "H", "C", "C", "C", "N", "C", "C", "C", "C", "C", "H", "H", "H", "H", "H", "H", "H", "H", "H", "H", "H", "H", "H", "H", "H", "H", "H", "H", "C", "C", "C", "N", "C", "C", "C", "C", "C", "H", "H", "H", "H", "H", "H", "H", "H", "H", "H", "H", "H", "H", "H", "H", "H", "H", "H", "C", "C", "C", "N", "C", "C", "C", "C", "C", "H", "H", "H", "H", "H", "H", "H", "H", "H", "H", "H", "H", "H", "H", "H", "H", "H", "H", "C", "C", "C", "N", "C", "C", "C", "C", "C", "H", "H", "H", "H", "H", "H", "H", "H", "H", "H", "H", "H", "H", "H", "H", "H", "H", "H", "C", "C", "C", "N", "C", "C", "C", "C", "C", "H", "H", "H", "H", "H", "H", "H", "H", "H", "H", "H", "H", "H", "H", "H", "H", "H", "H", "C", "C", "C", "N", "C", "C", "C", "C", "C", "H", "H", "H", "H", "H", "H", "H", "H", "H", "H", "H", "H", "H", "H", "H", "H", "H", "H", "C", "C", "C", "N", "C", "C", "C", "C", "C", "H", "H", "H", "H", "H", "H", "H", "H", "H", "H", "H", "H", "H", "H", "H", "H", "H", "H", "C", "C", "C", "N", "C", "C", "C", "C", "C", "H", "H", "H", "H", "H", "H", "H", "H", "H", "H", "H", "H", "H", "H", "H", "H", "H", "H"], "positions_angstrom": [[-1.264183, -0.288612, -0.247827], [-0.014753, -0.826172, -0.150097], [0.404347, -1.424822, 1.178613], [1.520167, -2.085422, 1.386633], [-0.409313, -1.419732, 2.320833], [-1.779553, -0.920982, 2.230203], [-2.208053, -0.270052, 0.863023], [-3.265963, 0.340238, 0.865313], [-2.631163, -1.128262, 3.109613], [0.634047, -0.788182, -1.331917], [-1.647073, 0.104848, -1.177887], [-0.034563, -1.898242, 3.213573], [-7.655873, 6.783998, 0.928373], [-7.003113, 6.170118, -0.307227], [-6.498843, 7.281308, -1.299297], [-5.745503, 6.791288, -2.545777], [-6.747823, 6.108598, -3.483307], [-4.599543, 5.858248, -2.211527], [-3.643503, 5.938248, -3.407367], [-3.964363, 7.299868, -4.152337], [-4.981153, 7.977848, -3.249967], [-6.896143, 6.982868, 1.684263], [-8.320543, 6.006418, 1.304793], [-8.192233, 7.690518, 0.647953], [-7.681923, 5.657738, -0.988987], [-6.156113, 5.523918, -0.076787], [-5.761143, 7.946078, -0.849887], [-7.336593, 7.859238, -1.689527], [-7.162623, 5.243718, -2.965587], [-6.339423, 5.735178, -4.422387], [-7.589463, 6.783698, -3.638177], [-4.971093, 4.884338, -1.892857], [-4.024963, 6.324528, -1.411187], [-3.992703, 5.166008, -4.092787], [-2.590923, 5.741068, -3.204157], [-4.165133, 7.189848, -5.218027], [-3.120173, 7.988888, -4.125677], [-5.753023, 8.567208, -3.744907], [-4.523953, 8.581068, -2.465617], [0.724297, 4.511188, 2.538033], [0.499337, 4.560968, 4.073883], [-0.977213, 4.532938, 4.272753], [-1.470833, 4.339358, 5.719603], [-1.144623, 5.603308, 6.514843], [-2.982293, 4.073208, 5.764593], [-3.161773, 3.050478, 6.894373], [-1.820193, 2.736128, 7.630023], [-0.867593, 3.087938, 6.478793], [1.779207, 4.544748, 2.265733], [0.212347, 5.308558, 1.999313], [0.317747, 3.578598, 2.146773], [0.960547, 5.417888, 4.564873], [0.851987, 3.634698, 4.527493], [-1.324713, 3.690008, 3.675423], [-1.395463, 5.461808, 3.884983], [-1.467603, 5.348678, 7.524273], [-1.696473, 6.393038, 6.005053], [-0.076013, 5.815598, 6.547943], [-3.567643, 4.947458, 6.049443], [-3.256473, 3.564528, 4.840373], [-3.956533, 3.347118, 7.578813], [-3.765363, 2.234198, 6.497563], [-1.592233, 3.106148, 8.629633], [-1.962363, 1.673478, 7.826613], [0.169347, 3.299338, 6.739883], [-0.681243, 2.287068, 5.763263], [7.639507, -3.328272, 12.475043], [7.695197, -3.667112, 10.918113], [7.290417, -2.503252, 10.006163], [6.876277, -2.860722, 8.520753], [8.075737, -3.581302, 7.940303], [6.627257, -1.597712, 7.733153], [5.207517, -1.068992, 8.166123], [4.508557, -2.325602, 8.565303], [5.427087, -3.451792, 8.445643], [6.656887, -3.070312, 12.870053], [8.290267, -2.476482, 12.672653], [8.108367, -4.116892, 13.063553], [7.162877, -4.591982, 10.696003], [8.694167, -3.964292, 10.598993], [7.906497, -1.607302, 9.929943], [6.492867, -1.982062, 10.535673], [7.839347, -3.917462, 6.930743], [8.318237, -4.508682, 8.459213], [8.889187, -2.860912, 7.854183], [6.581177, -1.854952, 6.674943], [7.484437, -0.938722, 7.871283], [4.702117, -0.475042, 7.404613], [5.292247, -0.378532, 9.005283], [3.540657, -2.486342, 8.090513], [4.084407, -2.320782, 9.569373], [5.335877, -3.883482, 7.448933], [5.315337, -4.236602, 9.193763], [7.698857, 2.648108, 1.034173], [8.545477, 3.581868, 1.913023], [9.257697, 4.669738, 1.089843], [9.724797, 5.943228, 1.854393], [8.489337, 6.779268, 2.311483], [10.755157, 6.717438, 1.019283], [11.694907, 7.339648, 2.047963], [11.448597, 6.674598, 3.390653], [10.552797, 5.526308, 3.124743], [7.129297, 1.975018, 1.674993], [8.174827, 2.059228, 0.250093], [6.963617, 3.245458, 0.495013], [9.310037, 3.077138, 2.503613], [7.887617, 4.031908, 2.656503], [8.698307, 5.019828, 0.222303], [10.174827, 4.199188, 0.735503], [7.675207, 6.150568, 2.672063], [8.105097, 7.168458, 1.368613], [8.622047, 7.671948, 2.922713], [10.168387, 7.487268, 0.518123], [11.332697, 6.039778, 0.390523], [11.511497, 8.409608, 2.146183], [12.746267, 7.287058, 1.765193], [10.887317, 7.407728, 3.969963], [12.258777, 6.296758, 4.014313], [9.906677, 5.265458, 3.962943], [11.177227, 4.704588, 2.774093], [11.581687, -6.606612, 1.591213], [10.195087, -6.997562, 1.153763], [9.557377, -6.063972, 0.166403], [8.046077, -6.166022, -0.184077], [7.159617, -6.431732, 1.011243], [7.516057, -4.968052, -0.995137], [6.396267, -5.461182, -1.967987], [6.501447, -6.965542, -1.976497], [7.815117, -7.315972, -1.273307], [11.548787, -6.202122, 2.602853], [12.015537, -5.902642, 0.881073], [12.178727, -7.516752, 1.648503], [9.635347, -7.113782, 2.081823], [10.050367, -7.924572, 0.598963], [10.072207, -6.121652, -0.792617], [9.708257, -5.089762, 0.631433], [6.147607, -6.736102, 0.744233], [7.276267, -5.473632, 1.517733], [7.633097, -7.242872, 1.564373], [7.138837, -4.186852, -0.335177], [8.407567, -4.664462, -1.543887], [5.404127, -5.175442, -1.618567], [6.587567, -5.106442, -2.980747], [5.720627, -7.495682, -1.431187], [6.451917, -7.240182, -3.030157], [7.918377, -8.254952, -0.729477], [8.727587, -7.264112, -1.867277], [-8.482353, -6.608172, 3.705663], [-9.042513, -5.398972, 3.023753], [-8.699523, -4.054362, 3.734323], [-9.293273, -2.779992, 3.035573], [-8.859293, -2.602742, 1.561463], [-8.901183, -1.501742, 3.825343], [-10.004293, -0.475382, 3.577403], [-11.288983, -1.271992, 3.215013], [-10.823083, -2.773782, 2.998343], [-9.058243, -6.702352, 4.626303], [-7.447203, -6.479342, 4.021843], [-8.607873, -7.556092, 3.182403], [-10.124963, -5.470932, 3.129663], [-8.776583, -5.380692, 1.966853], [-7.641503, -3.814532, 3.840053], [-9.145413, -4.001702, 4.727553], [-9.156063, -3.406592, 0.887773], [-7.771433, -2.649842, 1.610713], [-9.248103, -1.674782, 1.142163], [-7.895433, -1.169022, 3.568673], [-8.910683, -1.783572, 4.878233], [-9.825563, 0.310038, 2.843063], [-10.090253, 0.139988, 4.472963], [-11.634473, -0.817062, 2.286693], [-12.078413, -1.057712, 3.935413], [-11.097883, -3.105672, 1.997123], [-11.190333, -3.418362, 3.796923], [-7.422823, -0.648152, -5.183287], [-8.067993, -0.697792, -6.634637], [-9.538613, -0.260262, -6.663957], [-10.237163, -0.486032, -8.006107], [-9.305923, -0.004422, -9.209887], [-11.636423, 0.084938, -8.068597], [-12.451393, -0.810412, -7.163167], [-11.823673, -2.134612, -7.285897], [-10.633033, -1.971552, -8.237207], [-6.454313, -1.141192, -5.099627], [-8.030413, -1.108032, -4.403897], [-7.183903, 0.376218, -4.897447], [-8.108503, -1.733342, -6.972417], [-7.449223, -0.148442, -7.344157], [-9.701523, 0.702238, -6.179017], [-10.149273, -0.841982, -5.973457], [-9.858403, -0.100542, -10.144577], [-8.322603, -0.437572, -9.393077], [-9.129493, 1.039938, -8.952447], [-11.876593, -0.023992, -9.126217], [-11.461273, 1.125118, -7.793937], [-13.498933, -0.717082, -7.449587], [-12.275113, -0.503212, -6.132317], [-12.445953, -2.866202, -7.801297], [-11.501433, -2.664142, -6.389307], [-10.881153, -2.061612, -9.294757], [-9.765843, -2.557802, -7.933227], [-1.121773, -4.772582, -6.009937], [-1.235433, -6.024362, -5.051177], [-2.048883, -5.524512, -3.773717], [-2.329573, -6.585282, -2.599307], [-2.930903, -7.876112, -3.115037], [-1.004923, -6.760662, -1.793147], [-1.393143, -6.851262, -0.293747], [-2.918573, -6.580222, -0.245447], [-3.176443, -5.828862, -1.529017], [-2.060743, -4.347092, -6.364067], [-0.551923, -4.959752, -6.920067], [-0.542113, -3.907902, -5.686787], [-0.273113, -6.493402, -4.846117], [-1.787093, -6.831892, -5.532487], [-3.013623, -5.278882, -4.217607], [-1.626573, -4.611212, -3.354627], [-2.953253, -8.600052, -2.300467], [-2.262603, -8.257832, -3.886897], [-3.934683, -7.545002, -3.381287], [-0.416023, -7.599382, -2.164447], [-0.479393, -5.819102, -1.952477], [-1.241593, -7.861152, 0.087363], [-0.867743, -6.146442, 0.350683], [-3.492233, -7.501322, -0.348437], [-3.224423, -5.990712, 0.618863], [-4.194163, -5.764442, -1.913987], [-2.851413, -4.790462, -1.464377], [2.523417, 6.456308, -8.915377], [2.739767, 5.253378, -7.969317], [4.135507, 4.717008, -8.130817], [4.283457, 3.305698, -7.545507], [4.174267, 3.261348, -6.015177], [5.723327, 2.764198, -7.943877], [5.487357, 1.274518, -8.267567], [4.009977, 0.915448, -7.956627], [3.260437, 2.220648, -8.112807], [3.336357, 7.181468, -8.878827], [1.604247, 6.959578, -8.615467], [2.568147, 6.096088, -9.943167], [2.012677, 4.449348, -8.083247], [2.703097, 5.678278, -6.966207], [4.896737, 5.363798, -7.694607], [4.393027, 4.633328, -9.186657], [3.105737, 3.362348, -5.825017], [4.766487, 4.057878, -5.564717], [4.620537, 2.306958, -5.735737], [6.434447, 2.970868, -7.144057], [6.088537, 3.329338, -8.801407], [6.135907, 0.714908, -7.593537], [5.875437, 1.043058, -9.259497], [3.840437, 0.650918, -6.912897], [3.539317, 0.251318, -8.681547], [2.335407, 2.269208, -7.538297], [3.078517, 2.460078, -9.160507]], "atomic_forces_ev_per_a": [[-2.71, 0.02, 2.25], [1.27, 0.33, -4.91], [3.57, -2.65, 2.19], [-1.54, 1.65, -2.00], [-2.60, 1.97, -1.22], [1.45, -1.77, 0.19], [1.96, 0.33, 0.15], [-1.35, 0.41, -0.37], [-0.18, 0.64, -0.12], [-0.06, -0.86, 3.92], [0.23, 0.10, -0.17], [-0.13, -0.07, -0.01], [0.26, -0.78, -0.57], [0.88, 1.20, -2.16], [0.81, -0.18, 0.24], [0.07, -0.23, -0.41], [0.00, 0.08, 0.72], [0.83, 1.08, 0.20], [-1.39, -0.38, -1.71], [1.20, 0.19, 1.25], [-1.78, -1.05, -0.26], [-0.16, 0.23, -0.03], [-0.23, 0.43, 0.30], [-0.15, -0.10, 0.35], [-0.43, -0.61, 0.78], [-0.20, -0.13, 0.19], [-0.26, 0.12, 0.31], [0.04, 0.10, 0.18], [0.23, 0.03, 0.14], [0.36, 0.50, 0.14], [0.29, 0.16, -0.25], [0.16, 0.08, -0.30], [-0.57, -0.02, 0.56], [0.45, -0.22, -0.18], [-0.25, 0.21, 0.29], [-0.64, -0.16, 0.30], [0.32, -0.25, -0.07], [0.15, 0.08, -0.05], [-0.03, -0.26, 0.03], [0.17, -0.16, 0.40], [0.31, -0.34, -0.34], [-0.69, -0.37, 0.41], [0.59, -0.15, 0.20], [-0.45, -1.20, -0.23], [0.72, -0.83, 0.94], [-1.76, 0.52, 1.26], [-1.11, -0.86, -1.87], [1.14, 0.23, -0.23], [-0.04, 0.04, 0.14], [0.01, 0.22, 0.21], [0.07, -0.10, 0.02], [0.16, -0.02, -0.16], [0.62, 0.08, -0.11], [-0.51, 0.00, 0.23], [-0.46, -0.07, 0.25], [-0.22, 0.69, 0.00], [0.05, 0.15, 0.55], [-0.11, -0.22, -0.29], [0.40, 0.30, -0.81], [-0.03, 0.68, -0.15], [0.36, 0.87, 0.44], [1.19, -0.90, -0.28], [-0.29, 0.95, -0.41], [0.94, -0.26, -0.36], [-0.17, 0.65, 0.43], [-0.97, -0.11, -0.28], [0.82, 0.26, -1.33], [0.83, -0.02, 0.25], [-1.56, 0.70, 0.26], [-0.33, 0.67, 1.26], [-1.11, -0.48, -0.85], [-0.49, 0.75, 0.02], [1.64, 0.80, 0.14], [-2.69, 0.34, 1.59], [2.05, -2.04, -0.63], [-0.08, -0.30, -0.28], [-0.05, 0.23, -0.13], [-0.39, -0.26, -0.21], [-0.73, 0.22, 0.04], [0.40, 0.14, 0.61], [1.20, -0.69, -0.23], [-1.07, -0.43, -0.54], [-0.26, 0.26, -0.12], [0.05, 0.49, 0.46], [0.02, -0.22, 0.44], [0.13, -0.30, 0.05], [-0.24, 0.17, 0.12], [0.24, -0.38, -0.32], [0.17, -0.11, 0.11], [0.38, -0.25, -0.97], [0.64, 0.56, 0.52], [0.36, -0.27, 0.01], [0.09, 0.09, -0.09], [-0.42, 0.29, 0.10], [0.10, 0.60, -0.09], [0.42, 0.31, 0.42], [-0.42, -1.21, 1.84], [0.07, -0.20, -2.20], [-0.54, 0.47, 1.15], [1.12, 0.84, 0.01], [-0.95, 0.80, 0.90], [-0.50, -0.44, -1.44], [0.10, -0.10, -0.07], [0.58, 0.06, 0.33], [-0.15, 0.13, 0.08], [-0.06, -0.32, -0.14], [-0.19, 0.05, -0.06], [-0.16, 0.02, 0.13], [0.10, 0.34, -0.21], [0.59, -0.22, 0.37], [-0.08, 0.10, -0.11], [0.86, -0.52, 0.31], [0.39, -0.30, -0.58], [-0.67, -0.05, -0.22], [-0.08, -0.05, -0.05], [-0.12, -0.26, -0.33], [0.21, -0.08, 0.46], [0.39, 0.47, -0.38], [-0.08, -0.21, -0.34], [-0.32, -0.38, 0.17], [0.37, -0.39, -0.37], [-2.01, -1.59, -0.30], [-0.66, 2.05, 0.48], [-1.13, -1.69, -1.70], [1.59, 0.34, -0.32], [0.27, -0.32, -0.10], [0.52, 0.31, 1.09], [0.54, -1.10, 0.22], [1.24, 0.66, 0.92], [0.10, 0.30, -0.23], [0.36, -0.04, 0.22], [0.27, 0.24, -0.11], [-0.47, 0.09, -0.22], [0.99, -0.83, 0.62], [-0.02, 0.21, 0.07], [-0.34, 0.58, -0.61], [0.13, 0.50, -0.18], [-0.78, -0.34, 0.67], [-0.22, 0.17, 0.13], [0.42, -0.05, 0.10], [-0.24, 0.42, -0.03], [0.15, 0.37, -0.19], [-0.14, 0.38, 0.28], [-0.29, 0.28, -0.23], [0.29, -0.77, 0.29], [-0.58, -0.07, -0.10], [-0.29, 0.17, -0.46], [0.17, -0.15, 1.43], [-0.49, 1.38, -0.16], [-0.31, 0.56, -0.86], [-0.46, 0.36, -1.01], [0.98, -0.54, 1.07], [-0.35, -0.35, -0.32], [-0.08, 0.21, 0.35], [1.02, 0.25, -0.41], [-0.35, 1.30, 0.55], [0.16, -0.32, 0.23], [0.13, -0.13, -0.26], [0.04, 0.31, -0.27], [-0.16, -0.07, -0.56], [0.01, 0.21, -0.01], [0.11, -0.30, -0.16], [0.02, -0.21, 0.02], [-0.41, -0.21, 0.60], [0.04, 0.50, -0.30], [0.17, 0.09, 0.46], [-0.04, -0.27, -0.19], [0.01, -0.15, -0.07], [0.52, -0.51, -0.46], [-0.31, -0.35, 0.29], [-0.22, -0.48, -0.12], [0.07, -0.80, 0.11], [-0.26, -0.33, 0.45], [-0.03, -0.06, -0.25], [-0.20, 0.29, -0.83], [-0.11, -0.65, 1.08], [-0.46, -0.63, 0.64], [1.95, -0.97, -1.85], [-1.36, 0.93, 1.01], [1.70, 0.97, -0.30], [-0.18, 1.80, 0.76], [0.59, -3.04, -1.80], [1.12, 0.88, 1.48], [-0.06, -0.25, -0.58], [-0.31, 0.11, -0.19], [-0.39, 0.14, 0.02], [0.50, -0.13, 0.00], [-0.09, 0.12, 0.17], [0.03, 0.76, -1.15], [0.41, -0.63, 0.05], [-0.25, 0.11, 0.27], [-0.34, -0.77, 0.87], [-0.09, 0.11, -0.41], [-0.45, 0.31, 0.13], [-0.91, 0.13, -0.05], [0.04, -0.25, 0.35], [-0.69, 0.44, 0.02], [-0.38, 0.00, 0.20], [-0.18, 0.51, 0.27], [0.14, -0.06, 0.16], [-0.19, -0.27, -0.49], [0.59, -0.25, -0.36], [-0.54, 1.19, 0.56], [0.01, -1.76, -1.07], [1.80, 2.34, 0.17], [0.40, 1.32, 1.03], [-0.52, 0.55, 0.19], [-0.84, -0.77, -0.12], [-0.01, 0.12, -0.80], [-0.14, -0.17, -1.00], [-0.32, -0.41, 0.29], [-0.21, -0.84, -0.12], [-0.09, -0.16, 1.11], [0.22, 0.51, 0.31], [-0.28, 0.27, -0.19], [-0.29, 0.00, 0.48], [0.10, -0.36, 0.34], [-0.14, 0.11, -0.02], [-0.52, 0.11, -0.19], [0.05, -0.77, -0.60], [-0.24, 0.08, -0.10], [0.19, -0.23, -0.12], [0.31, 0.11, 0.05], [0.18, -0.01, -0.36], [0.05, -0.11, 0.67], [-0.05, -0.26, -0.03], [-0.14, -0.40, 0.21], [0.53, -0.11, -0.21], [0.24, -0.77, 0.07], [0.67, 1.25, 0.45], [-0.16, -1.07, -0.28], [1.11, -0.30, -0.13], [0.08, 0.10, -1.51], [-1.55, 0.08, -0.26], [0.76, -0.31, 0.99], [-0.08, 1.26, -0.48], [1.23, 1.40, 0.09], [0.07, -0.01, 0.46], [-0.01, -0.02, -0.59], [-0.68, 0.18, -0.12], [-0.19, 0.31, -0.12], [-0.48, -0.34, 0.30], [-0.03, -0.15, 0.26], [-0.06, -0.23, -0.08], [0.29, -0.12, 0.56], [-0.16, 0.08, -0.20], [-0.49, 0.06, 0.31], [-0.38, -0.13, 0.23], [-0.36, -0.02, -0.05], [-0.05, -0.25, -0.07], [-0.59, 0.00, -0.12], [0.34, -0.81, -0.25], [0.34, -0.52, 0.42], [0.14, 0.15, -0.09], [0.05, 0.22, 0.07]], "lowdin_charge": [-0.066, -0.374, -0.384, -0.158, -0.049, -0.400, -0.405, -0.048, -0.070, -0.201, 0.082, 0.081, -0.071, -0.217, -0.112, -0.255, 0.037, -0.115, -0.122, -0.128, -0.065, 0.084, 0.083, 0.088, 0.097, 0.103, 0.129, 0.136, 0.096, 0.109, 0.114, 0.138, 0.138, 0.102, 0.121, 0.119, 0.116, 0.141, 0.135, -0.074, -0.232, -0.158, -0.227, 0.043, -0.082, -0.156, -0.113, -0.078, 0.076, 0.077, 0.086, 0.111, 0.107, 0.138, 0.140, 0.111, 0.113, 0.103, 0.134, 0.134, 0.117, 0.120, 0.120, 0.122, 0.124, 0.140, -0.053, -0.206, -0.106, -0.223, 0.023, -0.104, -0.121, -0.202, -0.080, 0.078, 0.076, 0.083, 0.107, 0.100, 0.136, 0.124, 0.102, 0.107, 0.117, 0.132, 0.132, 0.121, 0.116, 0.136, 0.128, 0.138, 0.140, -0.087, -0.230, -0.116, -0.219, 0.048, -0.069, -0.135, -0.163, -0.105, 0.079, 0.080, 0.075, 0.109, 0.098, 0.135, 0.129, 0.093, 0.098, 0.116, 0.135, 0.138, 0.124, 0.130, 0.118, 0.140, 0.141, 0.138, -0.068, -0.263, -0.133, -0.243, 0.038, -0.077, -0.135, -0.160, -0.052, 0.086, 0.086, 0.095, 0.107, 0.119, 0.137, 0.134, 0.114, 0.111, 0.096, 0.130, 0.129, 0.122, 0.121, 0.115, 0.128, 0.135, 0.129, -0.094, -0.234, -0.078, -0.243, 0.026, -0.084, -0.160, -0.105, -0.070, 0.088, 0.083, 0.091, 0.110, 0.104, 0.135, 0.133, 0.095, 0.109, 0.110, 0.139, 0.134, 0.109, 0.118, 0.106, 0.121, 0.124, 0.133, -0.072, -0.196, -0.130, -0.239, 0.056, -0.092, -0.146, -0.168, -0.065, 0.070, 0.071, 0.067, 0.099, 0.101, 0.141, 0.116, 0.105, 0.100, 0.105, 0.142, 0.143, 0.144, 0.121, 0.134, 0.125, 0.142, 0.125, -0.095, -0.185, -0.087, -0.235, 0.047, -0.071, -0.119, -0.145, -0.111, 0.072, 0.073, 0.073, 0.104, 0.095, 0.121, 0.128, 0.109, 0.104, 0.113, 0.132, 0.127, 0.114, 0.126, 0.110, 0.130, 0.130, 0.138, -0.071, -0.239, -0.148, -0.225, 0.034, -0.062, -0.126, -0.141, -0.086, 0.086, 0.083, 0.084, 0.105, 0.110, 0.144, 0.133, 0.105, 0.110, 0.102, 0.128, 0.125, 0.113, 0.125, 0.112, 0.130, 0.124, 0.142], "homo_energy_ha": -0.471, "e_above_lowest_kcal_mol": 0.0, "total_charge": 7, "homo_lumo_gap_ev": 4.0}